Molecular formula: C8H16F8LiN4O20S10
Method: DFT, ωB97M-V/def2-TZVPD

Geometry as ORCA input:
```
! RIJCOSX wB97M-V def2-TZVPD def2/J DEFGRID3
* xyz -3 1
Li -0.509 0.073 2.053
N -2.707 -6.626 0.555
S -3.197 -5.359 -0.212
O -3.129 -4.112 0.527
O -4.212 -5.661 -1.245
F -1.867 -5.258 -1.006
S -3.809 -6.420 1.868
O -5.234 -6.144 1.568
O -3.099 -5.940 3.032
F -3.788 -8.036 2.292
N -1.739 -0.619 5.313
S -0.964 0.447 6.559
O -1.421 0.547 7.952
O -0.387 1.723 6.068
F 0.461 -0.361 6.609
S -3.150 -0.235 5.818
O -3.429 1.226 5.904
O -3.624 -1.085 6.858
F -4.014 -0.725 4.588
N 3.386 5.652 2.777
S 2.585 6.737 1.701
O 1.249 6.960 2.071
O 2.839 6.603 0.223
F 3.273 8.026 2.238
S 3.281 4.464 1.860
O 4.223 4.396 0.773
O 1.924 4.018 1.658
F 3.859 3.350 2.847
N 2.520 -4.953 3.396
S 3.441 -3.861 2.466
O 4.858 -4.083 2.238
O 2.841 -2.538 2.346
F 2.940 -4.308 1.041
S 3.745 -5.335 4.325
O 4.189 -4.299 5.273
O 4.727 -6.271 3.811
F 2.842 -6.286 5.239
C 4.194 -1.795 -5.487
C 3.422 -1.017 -6.528
C 2.458 0.003 -5.887
S 3.160 0.472 -4.277
O 2.159 0.084 -3.319
O 3.592 1.884 -4.325
C 4.567 -0.686 -4.388
H 5.017 -2.296 -5.996
H 3.475 -2.530 -5.126
H 2.843 -1.716 -7.131
H 4.158 -0.435 -7.082
H 1.437 -0.374 -5.832
H 2.363 1.001 -6.316
H 4.828 -1.244 -3.489
H 5.522 -0.178 -4.524
C -3.672 3.403 -3.323
C -4.804 2.556 -2.797
C -5.355 3.316 -1.524
S -3.805 3.942 -0.719
O -3.196 2.692 -0.072
O -3.974 5.187 0.140
C -3.014 4.351 -2.313
H -4.319 3.999 -3.967
H -2.901 2.907 -3.913
H -4.380 1.589 -2.527
H -5.565 2.218 -3.502
H -5.916 2.746 -0.783
H -5.837 4.271 -1.734
H -1.957 4.581 -2.178
H -3.402 5.358 -2.464
*
```

HOMO-LUMO gap in eV: 7.42
HOMO level in eV: -3.561
Max |F| in hartree/bohr: 0.1246
Relative energy (zero: lowest compared OMol25 entry of this formula, charge and spin) in kcal/mol: 0.0



Molecular formula: C8H16FN4
Method: DFT, ωB97M-V/def2-TZVPD

Geometry as ORCA input:
```
! RIJCOSX wB97M-V def2-TZVPD def2/J DEFGRID3
* xyz 1 1
H 2.972 2.698 -0.405
N 2.130 2.329 -0.846
C 1.547 1.476 -0.116
C 2.031 1.057 1.249
C 0.233 0.967 -0.714
C -0.371 -0.413 -0.409
C 0.290 -1.536 -1.196
C 1.714 -1.852 -0.795
F 1.693 -2.619 0.367
C -0.583 -0.735 1.078
N -1.871 -0.056 1.365
C -2.485 0.190 0.211
N -3.601 0.872 0.069
N -1.811 -0.313 -0.885
H 2.159 -0.022 1.345
H 1.328 1.376 2.024
H 2.987 1.531 1.457
H -0.513 1.741 -0.500
H 0.375 1.006 -1.793
H -0.294 -2.451 -1.048
H 0.260 -1.300 -2.261
H 2.235 -2.406 -1.573
H 2.299 -0.959 -0.569
H 0.178 -0.379 1.763
H -0.692 -1.808 1.229
H -1.939 0.624 2.111
H -3.943 1.043 -0.864
H -4.158 1.170 0.854
H -2.169 -1.232 -1.146
*
```

HOMO-LUMO gap in eV: 9.86
HOMO level in eV: -13.066
Max |F| in hartree/bohr: 0.0180
Relative energy (zero: lowest compared OMol25 entry of this formula, charge and spin) in kcal/mol: 0.0